# 1
{"formula": "C8H19FeN2O5", "method": "wB97M-V/def2-TZVPD", "elements": ["Fe", "O", "H", "O", "C", "C", "O", "H", "H", "H", "H", "C", "O", "N", "C", "C", "H", "H", "H", "H", "H", "H", "H", "C", "O", "N", "C", "C", "H", "H", "H", "H", "H", "H", "H"], "coordinates": [[-0.524, -0.080, -2.015], [-1.077, 1.778, -2.482], [-1.930, 2.087, -2.760], [-1.024, -2.012, -2.462], [0.151, -2.542, -2.983], [1.127, -1.532, -3.682], [1.237, -0.275, -3.071], [-0.049, -3.289, -3.779], [0.714, -3.130, -2.231], [0.771, -1.429, -4.718], [2.112, -2.024, -3.659], [1.147, -0.050, 0.921], [0.588, -0.050, -0.155], [2.227, 0.728, 1.166], [2.819, 1.475, 0.066], [2.929, 0.691, 2.430], [0.840, -0.675, 1.778], [2.609, 2.541, 0.130], [2.459, 1.114, -0.900], [3.884, 1.217, 0.045], [2.272, 0.375, 3.240], [3.774, -0.001, 2.358], [3.283, 1.689, 2.688], [-2.688, -0.538, 0.404], [-2.344, -0.200, -0.693], [-2.566, 0.198, 1.530], [-2.977, -0.299, 2.816], [-1.965, 1.524, 1.454], [-3.148, -1.517, 0.629], [-2.204, -0.184, 3.579], [-3.217, -1.360, 2.765], [-3.869, 0.239, 3.156], [-2.730, 2.294, 1.560], [-1.286, 1.632, 2.311], [-1.345, 1.607, 0.566]], "forces_ev_per_a": [[-0.373, 0.327, -1.426], [0.813, -0.340, 0.513], [-0.509, -0.097, -0.056], [0.827, 0.821, 0.084], [0.042, -0.248, -0.487], [-0.205, 0.617, 0.989], [-0.356, -0.818, 0.362], [-0.192, -0.119, -0.013], [0.124, 0.205, 0.323], [0.087, -0.009, -0.313], [0.157, -0.253, -0.457], [0.353, 0.404, -0.449], [-0.285, -0.287, 0.757], [-0.393, 0.035, 0.111], [0.334, -0.702, -0.421], [-0.041, -0.091, -0.222], [-0.048, 0.018, -0.046], [0.253, 0.086, 0.149], [-0.427, -0.066, 0.161], [0.078, 0.574, 0.176], [-0.075, -0.147, -0.102], [0.124, 0.136, 0.220], [0.101, -0.007, -0.068], [-0.196, -0.689, 0.472], [-0.355, 0.231, -0.235], [0.601, 0.449, 0.142], [-0.383, 0.121, 0.033], [0.321, -0.433, 0.845], [-0.001, -0.132, -0.213], [0.147, 0.113, -0.118], [-0.056, -0.002, -0.162], [-0.002, -0.057, 0.172], [0.046, 0.173, -0.362], [-0.077, 0.018, 0.007], [-0.435, 0.169, -0.361]], "s_squared": 6.011, "gap_ev": [5.29, 4.61], "multiplicity": 5, "energy_ha": -2065.6417, "charge": -1, "e_homo_ev": [-2.829, -2.156], "e_lumo_ev": [2.46, 2.46]}

# 2
{"formula": "C5H9NO", "method": "wB97M-V/def2-TZVPD", "elements": ["C", "C", "C", "C", "C", "H", "H", "H", "H", "H", "H", "H", "H", "H", "N", "O"], "coordinates": [[0.488, -0.680, 0.089], [-0.239, 0.341, -0.785], [-1.457, -0.553, -0.611], [-0.443, 0.083, 1.208], [-0.239, 1.373, 0.190], [2.431, -1.206, 0.722], [2.360, -0.280, -0.853], [0.439, -1.677, -0.233], [0.165, 0.698, -1.699], [-2.332, 0.092, -1.033], [-1.192, -1.575, -1.016], [-0.170, 0.113, 2.248], [-0.929, 2.319, 0.340], [0.704, 1.823, 0.359], [1.991, -0.272, 0.247], [-1.576, -0.598, 0.828]], "forces_ev_per_a": [[5.256, 4.984, 1.978], [0.425, -2.668, -1.729], [-2.761, 2.191, -1.948], [3.045, -0.249, -2.318], [-2.529, 2.076, 5.208], [-0.898, 2.964, -1.638], [-0.831, -0.224, 3.754], [-0.438, -1.418, 0.320], [-0.069, -0.734, -1.630], [0.730, -2.159, 0.556], [-1.480, 1.247, 0.048], [-0.418, -0.185, 0.382], [0.431, -2.264, -0.891], [1.259, -0.135, 0.132], [0.483, -3.559, -2.175], [-2.203, 0.134, -0.047]], "gap_ev": 9.81, "energy_ha": -325.7448, "de_lowest_ev": 5.245, "charge": 0, "e_homo_ev": -8.901, "e_lumo_ev": 0.91}